[1]
Below is 2 unconnected molecules or ions with the total composition C2H6BrOS in a non-equilibrium geometry, with properties calculated with ωB97M-V/def2-TZVPD.

As for the max |F|: 4.71 eV/A. The calculation puts the HOMO energy at -3.82 eV. As for the gap between HOMO and LUMO: 7.5 eV. The total charge is -1.

```
11
C2H6BrOS (ωB97M-V/def2-TZVPD)
Br -0.936 2.084 2.959
C 0.058 0.617 -1.227
S -0.972 -0.262 -0.103
O -1.600 -1.394 -0.859
C 0.477 -0.843 0.791
H -0.490 1.171 -2.049
H 0.954 -0.090 -1.714
H 0.436 1.358 -0.647
H 0.652 0.049 1.516
H 1.241 -1.016 0.017
H 0.178 -1.674 1.320
```

***

[2]
Below is 9 unconnected molecules or ions with the total composition H18O9 in a non-equilibrium geometry, with properties calculated with ωB97M-V/def2-TZVPD.

As for the max |F|: 4.18 eV/A. The SMILES is O.O.O.O.O.O.O.O.O. The calculation puts the HOMO energy at -9.70 eV. As for the gap between HOMO and LUMO: 9.5 eV. The total charge is 0.

```
27
H18O9 (ωB97M-V/def2-TZVPD)
H 0.050 0.527 0.697
H 1.057 -0.064 -0.010
H 5.502 -0.438 -0.509
H 4.235 -0.802 0.452
H -0.633 0.062 -2.098
H -1.308 -1.283 -1.629
H 2.102 -1.258 -1.748
H 3.438 -1.333 -2.499
H -1.399 1.197 -1.146
H -2.225 1.991 -0.006
H 2.856 -1.086 2.690
H 1.397 -1.392 2.785
H 0.804 3.885 -0.117
H -0.151 4.644 0.537
H -4.202 -1.899 2.126
H -3.749 -3.039 1.342
H -4.047 1.013 -0.995
H -3.995 -0.409 -1.279
O 0.481 -0.364 0.673
O 4.842 -0.056 0.096
O -0.619 -0.598 -1.386
O 2.860 -1.807 -1.963
O -2.217 1.223 -0.530
O 2.028 -0.673 2.671
O 0.641 4.097 0.787
O -3.383 -2.287 1.731
O -4.362 0.147 -0.673
```

***

[3]
Below is a molecular structure, C5H16MnN6O10 in a non-equilibrium geometry, with properties calculated with ωB97M-V/def2-TZVPD.

As for the max |F|: 3.01 eV/A. The calculation puts the HOMO energy (spin up / spin down) at -7.89 / -8.53 eV. As for the gap between HOMO and LUMO (spin up / spin down): 8.3 / 9.0 eV. The spin multiplicity is 6. The total charge is 0.

```
38
C5H16MnN6O10 (ωB97M-V/def2-TZVPD)
Mn 12.256 22.671 6.555
O 10.360 26.109 4.613
C 10.722 25.566 5.830
O 10.524 26.259 6.844
O 11.223 24.409 5.794
H 10.355 27.039 4.907
O 14.654 20.237 8.733
C 13.419 20.176 8.166
O 13.185 20.953 7.199
O 12.511 19.458 8.665
H 14.489 19.886 9.621
O 12.646 22.075 4.457
H 11.975 22.480 3.891
H 13.446 22.048 3.921
C 11.541 23.823 9.460
O 12.170 23.491 8.445
N 10.303 24.346 9.391
N 11.978 23.518 10.697
H 9.950 24.473 8.452
H 9.885 24.850 10.147
H 11.495 23.662 11.560
H 12.879 23.070 10.728
C 14.670 24.747 6.772
O 14.271 23.596 6.562
N 15.000 25.176 8.017
N 14.830 25.661 5.781
H 15.502 26.031 8.153
H 14.938 24.482 8.739
H 14.383 25.452 4.908
H 15.080 26.569 6.124
C 9.762 20.823 6.454
O 10.427 21.851 6.637
N 8.713 20.773 5.605
N 9.984 19.709 7.184
H 8.311 21.515 5.069
H 8.481 19.824 5.365
H 9.429 18.878 7.117
H 10.840 19.698 7.747
```

***

[4]
Below is a molecular structure, C3H8BrMn2O in a non-equilibrium geometry, with properties calculated with ωB97M-V/def2-TZVPD.

As for the max |F|: 3.86 eV/A. The calculation puts the HOMO energy (spin up / spin down) at -22.64 / -19.25 eV. As for the gap between HOMO and LUMO (spin up / spin down): 9.0 / 3.7 eV. The spin multiplicity is 11. The total charge is +3.

```
15
C3H8BrMn2O (ωB97M-V/def2-TZVPD)
Mn 21.183 -16.851 0.044
Mn 19.428 -20.176 -0.827
Br 19.511 -17.853 -0.892
C 16.926 -16.857 -4.593
C 18.061 -16.818 -3.530
C 19.350 -16.131 -4.085
O 17.675 -16.104 -2.414
H 16.748 -17.730 -5.220
H 16.855 -16.066 -5.340
H 15.981 -16.677 -4.082
H 18.214 -17.848 -3.210
H 20.157 -16.282 -3.368
H 19.248 -15.050 -4.179
H 19.526 -16.607 -5.049
H 18.098 -16.386 -1.600
```

***

[5]
Below is a molecular structure, C3H13N5 in a non-equilibrium geometry, with properties calculated with ωB97M-V/def2-TZVPD.

As for the max |F|: 4.29 eV/A. The calculation puts the HOMO energy at -8.59 eV. As for the gap between HOMO and LUMO: 9.5 eV. The total charge is 0.

```
21
C3H13N5 (ωB97M-V/def2-TZVPD)
C -2.121 0.152 -0.533
N -1.201 0.046 0.581
N -0.368 -1.075 0.689
C -0.979 1.096 1.416
N -1.540 2.227 1.236
H 0.212 -1.161 -0.348
H -0.938 -1.900 0.886
H -1.312 2.885 1.974
H -0.280 0.837 2.218
H -2.790 0.993 -0.355
H -2.707 -0.769 -0.610
H -1.591 0.318 -1.477
C 1.326 -0.725 -1.648
N 2.109 0.389 -0.379
N 2.294 -0.193 0.820
H 1.333 1.043 -0.275
H 3.102 -0.808 0.807
H 1.443 -0.655 1.200
H 1.481 -0.028 -2.471
H 0.404 -1.208 -1.991
H 2.125 -1.462 -1.740
```

***

[6]
Below is 2 unconnected molecules or ions with the total composition C6H12O, with properties calculated with ωB97M-V/def2-TZVPD.

As for the max |F|: 0.41 eV/A. The SMILES is C1=CC1.CCCO. The calculation puts the HOMO energy at -9.09 eV. As for the gap between HOMO and LUMO: 10.1 eV. The total charge is 0.

```
19
C6H12O (ωB97M-V/def2-TZVPD)
C -2.618 0.516 0.012
C -1.152 0.748 -0.335
C -0.480 -0.491 -0.914
C 1.521 -0.680 1.558
C 2.643 -0.806 0.568
C 1.974 0.433 1.084
O 0.748 -0.183 -1.545
H -3.159 0.119 -0.854
H -2.728 -0.201 0.833
H -3.103 1.449 0.315
H -0.591 1.087 0.544
H -1.076 1.552 -1.082
H -1.154 -1.004 -1.616
H -0.245 -1.207 -0.117
H 0.819 -1.209 2.185
H 2.433 -1.126 -0.455
H 3.642 -1.062 0.925
H 1.932 1.511 1.038
H 0.594 0.556 -2.145
```

***

[7]
Below is 5 unconnected molecules or ions with the total composition C34H79N5O7 in a non-equilibrium geometry, with properties calculated with ωB97M-V/def2-TZVPD.

As for the max |F|: 3.21 eV/A. The SMILES is CC1(C)CCCC(C)(C)N1O.CC1(C)CCCC(C)(C)N1O.COC[C@H](C)N.COCCNCCOC.COCCNCCOC. The calculation puts the HOMO energy at -8.21 eV. As for the gap between HOMO and LUMO: 8.6 eV. The total charge is 0.

```
125
C34H79N5O7 (ωB97M-V/def2-TZVPD)
C 0.214 -0.324 -16.341
C 0.342 1.057 -17.136
C 1.757 1.618 -17.123
O 2.690 0.665 -17.648
C 4.084 1.117 -17.708
N 0.130 0.888 -18.595
H 0.749 -0.339 -15.391
H 0.553 -1.218 -16.864
H -0.773 -0.752 -16.165
H -0.411 1.797 -16.862
H 2.003 1.946 -16.113
H 1.746 2.574 -17.647
H 4.207 1.851 -18.504
H 4.755 0.270 -17.859
H 4.328 1.727 -16.838
H 1.078 0.654 -18.854
H 0.042 1.769 -19.081
C -1.578 -3.200 -17.357
O -2.231 -3.854 -16.228
C -1.788 -3.479 -14.882
C -0.790 -4.563 -14.306
N -1.551 -5.675 -13.871
C -0.887 -6.982 -13.901
C -1.711 -8.240 -13.505
O -0.972 -9.348 -13.941
C -1.199 -10.629 -13.258
H -2.131 -2.335 -17.724
H -1.397 -3.927 -18.148
H -0.530 -2.912 -17.264
H -2.562 -3.497 -14.115
H -1.314 -2.499 -14.839
H -0.182 -4.132 -13.511
H -0.048 -4.718 -15.090
H -2.486 -5.838 -14.217
H -0.068 -6.893 -13.187
H -0.478 -7.091 -14.905
H -2.715 -8.244 -13.931
H -1.871 -8.224 -12.427
H -0.640 -11.444 -13.718
H -2.233 -10.970 -13.220
H -0.873 -10.614 -12.217
C 2.769 -2.431 -12.685
O 3.448 -2.715 -13.870
C 2.957 -3.703 -14.749
C 4.206 -4.102 -15.488
N 5.015 -3.006 -15.962
C 6.433 -3.200 -15.582
C 6.709 -2.728 -14.112
O 6.420 -1.360 -13.912
C 7.237 -0.464 -14.756
H 2.907 -3.356 -12.126
H 1.698 -2.245 -12.771
H 3.234 -1.549 -12.245
H 2.309 -3.215 -15.477
H 2.570 -4.541 -14.168
H 4.067 -4.714 -16.379
H 4.656 -4.823 -14.805
H 4.508 -2.186 -15.663
H 6.990 -2.675 -16.358
H 6.839 -4.192 -15.780
H 7.741 -2.951 -13.841
H 6.154 -3.302 -13.371
H 6.928 -0.340 -15.794
H 8.257 -0.830 -14.870
H 7.269 0.512 -14.270
C -2.729 3.575 -19.859
C -3.386 4.054 -18.517
C -2.215 4.465 -17.459
C -1.565 5.790 -17.653
C -2.690 6.817 -17.835
C -3.689 6.481 -19.000
N -4.289 5.163 -18.781
O -5.486 4.845 -19.525
C -4.758 7.549 -18.786
C -3.197 6.687 -20.419
C -4.007 2.821 -17.979
H -3.450 3.557 -20.677
H -2.331 2.563 -19.925
H -2.014 4.283 -20.278
H -2.606 4.431 -16.442
H -1.539 3.617 -17.567
H -0.892 5.812 -18.510
H -0.965 5.886 -16.749
H -2.331 7.846 -17.795
H -3.186 6.726 -16.869
H -5.508 7.501 -19.576
H -5.301 7.405 -17.852
H -4.410 8.582 -18.803
H -3.181 7.767 -20.565
H -2.216 6.239 -20.575
H -3.937 6.387 -21.161
H -4.541 2.261 -18.747
H -4.776 3.007 -17.230
H -3.259 2.141 -17.573
H -6.136 4.970 -18.829
C 8.062 3.944 -20.480
C 8.066 5.419 -20.052
C 7.426 6.214 -21.308
C 5.870 6.184 -21.230
C 5.387 6.726 -19.814
C 5.941 5.726 -18.669
N 7.370 5.823 -18.847
O 7.981 5.201 -17.724
C 5.455 6.406 -17.400
C 5.329 4.328 -18.804
C 9.552 5.897 -20.099
H 9.055 3.618 -20.790
H 7.286 3.653 -21.188
H 7.894 3.267 -19.643
H 7.691 7.270 -21.354
H 7.742 5.787 -22.260
H 5.540 5.211 -21.593
H 5.330 6.693 -22.028
H 4.298 6.751 -19.832
H 5.591 7.787 -19.671
H 6.086 7.272 -17.199
H 4.428 6.741 -17.541
H 5.607 5.861 -16.469
H 6.049 3.528 -18.637
H 4.724 4.117 -17.922
H 4.759 4.264 -19.731
H 9.987 5.547 -21.035
H 10.177 5.555 -19.274
H 9.482 6.984 -20.058
H 8.502 5.890 -17.306
```

***

[8]
Below is a molecular structure, C39H33AsBrF6N5O5SSeW in a non-equilibrium geometry, with properties calculated with ωB97M-V/def2-TZVPD.

As for the max |F|: 1.04 eV/A. The calculation puts the HOMO energy (spin up / spin down) at -10.79 / -10.78 eV. As for the gap between HOMO and LUMO (spin up / spin down): 6.2 / 5.3 eV. The spin multiplicity is 2. The total charge is +1.

```
93
C39H33AsBrF6N5O5SSeW (ωB97M-V/def2-TZVPD)
W -0.443 -1.028 -0.855
C 0.162 -3.962 -4.391
C 0.073 -3.425 -3.104
N -0.429 -2.227 -2.837
C -0.899 -1.514 -3.901
C -0.781 -1.938 -5.236
C -0.241 -3.216 -5.464
C -1.163 -1.048 -6.266
C -1.618 0.200 -5.949
C -1.773 0.596 -4.608
C -1.464 -0.274 -3.590
N -1.584 -0.027 -2.209
C -2.743 0.670 -1.821
C -3.849 0.978 -2.577
C -4.887 1.759 -2.027
C -4.833 2.227 -0.745
C -3.741 1.864 0.079
C -3.606 2.233 1.431
C -2.528 1.783 2.145
C -1.609 0.927 1.529
N -1.714 0.535 0.264
C -2.737 1.049 -0.468
H 0.585 -4.948 -4.509
H 0.442 -4.019 -2.285
H -0.140 -3.584 -6.476
H -1.052 -1.359 -7.296
H -1.864 0.905 -6.731
H -2.123 1.595 -4.390
H -3.951 0.634 -3.594
H -5.737 1.991 -2.653
H -5.623 2.842 -0.337
H -4.358 2.860 1.892
H -2.388 2.021 3.188
H -0.773 0.565 2.106
O 2.528 -5.536 0.707
C 2.174 -4.341 0.224
C 3.142 -3.369 -0.119
C 2.756 -2.143 -0.583
N 1.427 -1.942 -0.737
C 0.533 -2.833 -0.435
Br -2.569 -2.379 -0.464
C 0.811 -4.080 0.083
H 3.488 -5.621 0.775
H 4.194 -3.585 0.013
H 3.437 -1.348 -0.836
H 0.055 -4.802 0.353
C 4.759 1.641 3.965
C 3.378 1.300 4.443
C 3.179 0.400 5.488
C 1.904 0.083 5.925
C 0.806 0.656 5.300
C 0.984 1.576 4.277
C 2.264 1.892 3.857
S -0.824 0.186 5.806
O -0.864 0.152 7.233
O -1.731 0.986 5.029
N -1.047 -1.369 5.331
C -1.062 -1.727 3.922
C 0.325 -2.064 3.334
C 0.616 -1.362 2.027
O 1.684 -0.839 1.775
O -0.397 -1.394 1.179
H 5.513 1.039 4.468
H 4.986 2.691 4.153
H 4.848 1.474 2.891
H 4.035 -0.049 5.973
H 1.761 -0.600 6.752
H 0.120 2.057 3.841
H 2.405 2.615 3.062
H -0.697 -2.041 5.996
H -1.523 -0.890 3.402
H -1.749 -2.563 3.789
H 0.406 -3.138 3.145
H 1.123 -1.792 4.024
F 1.091 -0.035 -2.651
As 2.445 0.360 -3.879
F 3.564 -0.346 -2.755
F 2.597 1.864 -3.031
F 3.672 0.724 -4.998
F 1.201 1.034 -4.866
F 2.143 -1.209 -4.540
Se 1.160 1.028 -0.171
C 0.246 2.614 -0.687
C 0.078 3.545 0.339
C -0.617 4.719 0.091
C -1.098 4.977 -1.184
C -0.882 4.068 -2.212
C -0.220 2.876 -1.974
H 0.477 3.353 1.327
H -0.761 5.436 0.887
H -1.624 5.901 -1.384
H -1.222 4.295 -3.214
H -0.037 2.185 -2.779
```

***

[9]
Below is 2 unconnected molecules or ions with the total composition C5H13NO2 in a non-equilibrium geometry, with properties calculated with ωB97M-V/def2-TZVPD.

As for the max |F|: 3.76 eV/A. The SMILES is C=CCCNCO.O. The calculation puts the HOMO energy at -8.63 eV. As for the gap between HOMO and LUMO: 9.3 eV. The total charge is 0.

```
21
C5H13NO2 (ωB97M-V/def2-TZVPD)
C 1.220 0.667 1.372
C 0.513 1.626 0.346
C 0.725 1.121 -1.067
C -0.294 0.970 -1.886
N 0.269 -0.379 1.778
C 0.504 -1.738 1.500
O 0.494 -2.289 0.185
H 1.353 1.386 2.204
H 2.228 0.457 0.961
H -0.552 1.786 0.546
H 0.865 2.647 0.545
H 1.738 0.811 -1.365
H -0.262 0.543 -2.927
H -1.408 1.309 -1.833
H -0.681 -0.020 1.738
H 1.409 -2.068 2.043
H -0.470 -2.372 1.712
H 1.091 -1.981 -0.504
H -3.380 -0.348 -1.363
H -2.816 -1.444 -2.277
O -2.546 -0.681 -1.707
```

***

[10]
Below is C3H7NO2 in the gas phase, with properties calculated with ωB97M-V/def2-TZVPD.

As for the max |F|: 0.43 eV/A. The SMILES is CNC(=O)CO. The calculation puts the HOMO energy at -9.70 eV. As for the gap between HOMO and LUMO: 10.4 eV. The total charge is 0.

```
13
C3H7NO2 (ωB97M-V/def2-TZVPD)
C -0.944 1.479 1.108
N -0.607 0.275 0.370
C 0.672 0.060 -0.065
O 1.616 0.762 0.253
C 0.952 -1.060 -1.059
O -0.140 -1.904 -1.328
H -1.332 1.245 2.104
H -0.020 2.048 1.212
H -1.690 2.087 0.580
H -1.359 -0.334 0.091
H 1.840 -1.614 -0.715
H 1.237 -0.584 -2.004
H -0.226 -2.459 -0.547
```

***

[11]
Below is a molecular structure, C2H4N6 in a non-equilibrium geometry, with properties calculated with ωB97M-V/def2-TZVPD.

As for the max |F|: 5.63 eV/A. The calculation puts the HOMO energy at -9.26 eV. As for the gap between HOMO and LUMO: 7.8 eV. The total charge is 0.

```
12
C2H4N6 (ωB97M-V/def2-TZVPD)
C 1.159 0.988 -0.217
C -0.192 0.426 -0.210
H -2.102 -1.519 -0.537
H -1.598 -0.512 0.935
H 1.327 2.167 -0.621
H -1.026 2.187 0.291
N -1.333 -1.582 0.130
N -0.215 -0.924 -0.188
N 0.931 -1.592 -0.210
N 2.156 -1.032 0.242
N 2.218 0.265 0.201
N -1.326 1.128 0.185
```

***

[12]
Below is 4 unconnected molecules or ions with the total composition C3H15N2O3 in a non-equilibrium geometry, with properties calculated with ωB97M-V/def2-TZVPD.

As for the max |F|: 1.62 eV/A. The calculation puts the HOMO energy at -12.11 eV. As for the gap between HOMO and LUMO: 9.2 eV. The total charge is +1.

```
23
C3H15N2O3 (ωB97M-V/def2-TZVPD)
C 1.635 -2.002 0.841
C 1.038 -0.673 0.515
C 1.235 0.066 -0.582
N 2.190 -0.235 -1.499
N -0.058 -0.238 1.448
H 1.270 -2.820 0.215
H 1.443 -2.315 1.869
H 2.723 -1.961 0.776
H 0.587 0.874 -0.880
H 2.899 -0.918 -1.286
H 2.289 0.201 -2.393
H -0.128 0.781 1.520
H 0.194 -0.574 2.369
H -0.926 -0.632 1.105
H -2.436 1.917 -0.243
H -1.368 2.937 -0.343
O -1.587 2.144 0.167
H -1.635 3.761 -4.153
H -1.232 2.300 -3.744
O -1.077 3.014 -4.379
H -2.702 -1.316 3.332
H -2.246 -2.633 2.679
O -2.109 -1.680 2.665
```

***

[13]
Below is 3 unconnected molecules or ions with the total composition C3H11O4 in a non-equilibrium geometry, with properties calculated with ωB97M-V/def2-TZVPD.

As for the max |F|: 5.96 eV/A. The calculation puts the HOMO energy at -3.76 eV. As for the gap between HOMO and LUMO: 7.8 eV. The total charge is -1.

```
18
C3H11O4 (ωB97M-V/def2-TZVPD)
C 0.992 -2.722 0.770
O 0.549 -2.792 -0.676
C 1.204 -1.242 1.172
C -0.025 -0.427 1.056
O -0.402 -0.309 -0.264
H 0.115 -3.005 1.101
H 1.786 -3.393 1.022
H 2.038 -0.927 0.540
H 1.659 -1.356 2.187
H -0.856 -0.816 1.547
H 0.151 0.611 1.587
H -0.832 1.327 -0.031
H 0.254 -1.902 -0.841
H 0.383 2.339 -0.181
O -0.643 2.321 0.003
H -2.205 3.977 -1.742
H -0.968 3.590 -0.928
O -1.324 4.018 -1.844
```

***

Sequential electronic energy output: -3127.273186; -687.824297; -2432.357136; -5068.947656; -395.700961; -310.932072; -2142.912147; -10431.658530; -403.444858; -323.748818; -406.887890; -458.286169; -421.828305 Ha
Sequential ΔE to the lowest compared entry with this formula, charge and spin output: 5.24; 126.44; 2.31; 119.45; 119.69; 79.82; 40.83; 45.83; 82.68; 20.17; 143.71; 28.45; 51.83 kcal per mole